[1]
H14Li3O15S2 | ωB97M-V/def2-TZVPD

## Properties
**Net charge**: -1
**E_tot**: -53235.381 eV
**E_LUMO**: 1.56 eV
**HOMO**: -5.91 eV
**Spin multiplicity**: 1
**Energy above the lowest of the compared OMol25 structures with the same formula, charge and spin**: 24.0 kcal per mole
**F_max**: 4.400 eV/Å
**HOMO-LUMO gap**: 7.465 eV

Positions of all 34 atoms, in Å:
Li 0.416 -2.350 -15.857
Li -0.796 -1.039 -12.739
Li -1.814 -0.253 -16.436
S -2.165 -2.535 -14.768
O -2.298 -2.069 -16.151
O -0.773 -2.800 -14.416
O -2.474 -1.477 -13.797
O -3.043 -3.678 -14.529
S 0.711 0.561 -14.696
O 1.927 -0.013 -14.126
O 0.180 -0.325 -15.744
O -0.345 0.571 -13.663
O 0.920 1.917 -15.189
O 0.449 -3.949 -12.237
H 0.101 -3.558 -13.048
H 0.774 -3.205 -11.724
O -4.189 -3.351 -17.552
H -3.401 -2.963 -17.140
H -4.703 -3.716 -16.825
O -4.314 -1.264 -11.785
H -3.696 -1.369 -12.523
H -4.412 -2.151 -11.428
O -4.141 -4.260 -12.130
H -4.008 -4.073 -13.073
H -4.276 -5.210 -12.085
O -1.950 -6.002 -13.720
H -1.052 -5.696 -13.567
H -2.433 -5.206 -14.001
O -5.197 -4.949 -15.330
H -5.709 -4.940 -14.517
H -4.287 -4.744 -15.052
O -1.550 -6.411 -16.477
H -1.146 -6.735 -15.669
H -1.795 -5.506 -16.274

***

[2]
C3H2FNO | ωB97M-V/def2-TZVPD

## Properties
**E_tot**: -9390.702 eV
**E_LUMO (spin up / spin down)**: -0.53 / -0.24 eV
**HOMO (spin up / spin down)**: -8.42 / -9.25 eV
**Spin multiplicity**: 1
**Energy above the lowest of the compared OMol25 structures with the same formula, charge and spin**: 157.0 kcal per mole
**F_max**: 2.862 eV/Å
**HOMO-LUMO gap (spin up / spin down)**: 7.892 / 9.009 eV

Positions of all 8 atoms, in Å:
C 0.034 1.690 0.463
C 0.071 -1.213 -0.077
C -0.390 -0.616 -1.103
N 0.396 0.836 1.236
O 0.469 -0.458 1.142
F -0.841 -0.771 -2.326
H -0.041 2.741 0.399
H 0.302 -2.208 0.266

***

[3]
C4H8N3O | ωB97M-V/def2-TZVPD

## Properties
**Net charge**: +1
**E_tot**: -10783.701 eV
**E_LUMO (spin up / spin down)**: -4.68 / -4.69 eV
**HOMO (spin up / spin down)**: -12.19 / -12.19 eV
**Spin multiplicity**: 1
**Energy above the lowest of the compared OMol25 structures with the same formula, charge and spin**: 152.2 kcal per mole
**F_max**: 5.688 eV/Å
**HOMO-LUMO gap (spin up / spin down)**: 7.507 / 7.506 eV

Positions of all 16 atoms, in Å:
C -1.372 0.996 -0.055
C 2.051 1.793 -0.147
C -0.001 0.621 0.133
C -0.791 -1.544 0.350
N -2.215 0.087 -0.226
N 0.897 1.439 -0.585
N -0.220 -2.641 -0.069
O -1.949 -1.184 -0.193
H -1.677 2.063 -0.265
H 2.646 2.555 -0.632
H 2.478 1.461 0.899
H 0.315 0.273 1.103
H -0.620 -1.279 1.432
H 0.680 1.737 -1.528
H -0.658 -3.237 -0.715
H 0.435 -3.141 0.498

***

[4]
C9H64N2O22 | ωB97M-V/def2-TZVPD

## Properties
**E_tot**: -58389.058 eV
**E_LUMO**: -1.93 eV
**HOMO**: -4.07 eV
**Spin multiplicity**: 1
**Energy above the lowest of the compared OMol25 structures with the same formula, charge and spin**: 0.0 kcal per mole
**F_max**: 2.360 eV/Å
**HOMO-LUMO gap**: 2.138 eV

Positions of all 97 atoms, in Å:
N 4.088 -26.621 -3.683
H 3.506 -26.681 -4.506
H 4.516 -27.535 -3.633
H 3.428 -26.568 -2.920
H 4.733 -25.849 -3.775
C 5.407 -24.689 2.478
C 5.173 -23.179 2.526
C 5.993 -22.652 1.310
C 5.640 -21.229 0.860
C 4.091 -21.118 0.647
C 3.225 -21.649 1.884
N 3.755 -23.034 2.216
O 2.871 -23.851 3.071
C 1.730 -21.570 1.346
C 3.406 -20.554 2.956
C 5.711 -22.588 3.848
H 6.417 -24.993 2.203
H 4.809 -25.276 1.781
H 5.206 -25.084 3.474
H 5.687 -23.283 0.476
H 7.050 -22.776 1.544
H 6.228 -21.031 -0.037
H 5.986 -20.640 1.710
H 4.004 -21.792 -0.205
H 3.763 -20.209 0.143
H 1.462 -20.569 1.007
H 1.078 -21.723 2.206
H 1.443 -22.252 0.545
H 4.413 -20.450 3.358
H 2.691 -20.687 3.768
H 3.137 -19.568 2.577
H 6.565 -23.063 4.329
H 4.848 -22.364 4.475
H 6.243 -21.644 3.730
O 6.514 -27.642 8.172
H 5.703 -27.147 8.054
H 6.612 -28.139 7.360
O -1.584 -20.269 -3.500
H -2.396 -20.188 -3.000
H -1.021 -19.574 -3.158
O 0.073 -16.341 -3.122
H 0.948 -15.982 -3.272
H -0.505 -15.794 -3.654
O 2.856 -25.236 7.823
H 2.723 -25.083 6.887
H 1.974 -25.223 8.195
O 5.685 -22.360 -5.381
H 6.440 -21.848 -5.090
H 5.432 -21.963 -6.214
O -1.448 -15.505 0.831
H -2.240 -15.925 1.166
H -1.306 -15.909 -0.025
O -2.289 -19.455 5.609
H -3.173 -19.090 5.589
H -1.716 -18.706 5.445
O 0.563 -28.592 5.642
H 0.826 -27.711 5.375
H 1.314 -28.930 6.130
O 8.310 -24.277 9.999
H 9.219 -24.057 9.797
H 8.176 -25.135 9.596
O 5.469 -16.810 7.506
H 5.340 -17.706 7.819
H 6.418 -16.688 7.510
O 10.275 -30.667 2.748
H 10.476 -30.173 3.543
H 9.319 -30.663 2.699
O 5.379 -30.834 3.471
H 5.408 -31.308 4.303
H 4.872 -30.045 3.662
O -1.952 -23.854 4.984
H -1.134 -24.350 4.986
H -1.678 -22.938 4.942
O 0.307 -26.035 -0.890
H -0.052 -25.170 -1.089
H 0.823 -25.903 -0.095
O 9.036 -26.920 -2.803
H 9.552 -27.517 -3.346
H 9.688 -26.404 -2.329
O 5.717 -21.172 9.237
H 6.366 -21.846 9.436
H 5.109 -21.595 8.631
O 3.392 -29.790 -0.432
H 4.117 -30.392 -0.262
H 2.666 -30.134 0.087
O 11.463 -23.664 -1.587
H 10.933 -23.313 -2.303
H 11.056 -23.314 -0.794
O 8.262 -19.392 -4.562
H 9.127 -18.982 -4.533
H 7.726 -18.863 -3.971
O -5.175 -18.342 2.903
H -5.732 -18.094 2.165
H -5.044 -19.284 2.799
O 12.094 -20.724 2.110
H 11.609 -20.144 2.697
H 12.003 -20.321 1.246